[1]
Here is a single C6H16N2 molecule at a distorted geometry from the OMol25 dataset. Energies are from ωB97M-V/def2-TZVPD.

Geometry as XYZ:
```
24
Properties=species:S:1:pos:R:3
C 1.5031 1.7594 -1.4293
N 1.5932 0.9690 -0.1815
C 2.9864 0.5664 0.0337
C 0.6812 -0.1870 -0.2263
C -0.2570 -0.1324 0.9984
C -1.2381 -1.2737 1.1893
C -2.1590 -1.4690 -0.0028
N -3.1489 -0.3868 -0.0681
H 1.8914 2.7530 -1.2131
H 0.4641 1.8875 -1.6936
H 2.0156 1.2866 -2.2586
H 3.3050 0.8769 1.0350
H 3.0980 -0.5160 0.0326
H 3.6653 1.0356 -0.6746
H 1.2260 -1.1097 -0.3049
H 0.0521 -0.1999 -1.1199
H 0.3884 0.0196 1.8630
H -0.7145 0.8518 0.8892
H -1.7956 -1.1294 2.0986
H -0.6954 -2.2094 1.2929
H -1.5394 -1.4334 -0.9080
H -2.7023 -2.4010 0.0743
H -3.7481 -0.2811 -0.8596
H -2.8659 0.4221 0.4519
```

Summary:
SMILES	CN(C)CCCCN
relative energy (zero: lowest compared OMol25 entry of this formula, charge and spin)	1.416	eV
HOMO level	-8.473	eV


[2]
Here is a gas-phase ion, C6H16N2 (charge +1) at a distorted geometry from the OMol25 dataset. Energies are from ωB97M-V/def2-TZVPD.

Geometry as XYZ:
```
24
Properties=species:S:1:pos:R:3
N -2.1529 0.8793 1.0748
C -1.7581 0.2579 -0.2334
C -2.4416 1.0048 -1.3765
C -0.2008 0.4355 -0.3699
N 0.3998 -0.1805 0.7752
C 2.8034 0.1993 0.0201
C 1.7291 -0.7837 0.5914
C 1.6701 -2.0624 -0.2247
H -1.7643 1.8116 1.1473
H -3.1626 0.9236 1.0164
H -1.9529 -0.8063 -0.2504
H -1.8224 1.0548 -2.2645
H -3.4714 0.7296 -1.6105
H -2.6675 1.9979 -0.9291
H -0.0731 1.5306 -0.3454
H 0.1321 0.1815 -1.3892
H 0.4451 0.5065 1.5282
H 2.5849 0.2112 -1.0457
H 3.8044 -0.2075 0.0734
H 2.7191 1.2241 0.3864
H 2.0244 -1.0602 1.6350
H 2.6710 -2.5044 -0.2446
H 1.4881 -1.8101 -1.2683
H 0.8676 -2.6837 0.1850
```

Summary:
relative energy (zero: lowest compared OMol25 entry of this formula, charge and spin)	0.915	eV
HOMO level (spin up / spin down)	-13.664 / -13.618	eV
total charge	+1
expectation value of S²	0.754
spin multiplicity	2


[3]
Here is a molecular structure, C6H16N2O at a distorted geometry from the OMol25 dataset. Energies are from ωB97M-V/def2-TZVPD.

Geometry as XYZ:
```
25
Properties=species:S:1:pos:R:3
C 1.5409 1.0909 1.8891
C 1.5439 1.0190 -1.4421
C 2.2225 -1.1061 -0.5017
N 1.5634 0.1692 -0.2624
O 2.3379 0.8638 0.7398
H 1.1691 0.1553 2.3167
H 2.1881 1.6010 2.6015
H 0.6784 1.7232 1.6562
H 0.9699 0.5137 -2.2199
H 3.2532 -0.9823 -0.8591
H 2.5529 1.2352 -1.8160
H 1.0451 1.9551 -1.1938
H 2.2260 -1.6779 0.4246
H 1.6424 -1.6571 -1.2430
C -2.3669 0.9450 0.0504
C -2.6939 -1.7409 -0.3561
C -2.4290 -0.4349 0.6625
N -1.3407 -1.1263 0.8840
H -0.4675 -0.5907 0.7157
H -3.3751 1.3421 -0.0720
H -1.9919 -1.9391 -1.1743
H -1.8540 1.6104 0.7463
H -1.8517 0.9813 -0.9188
H -2.9734 -2.6233 0.2008
H -3.5897 -1.3268 -0.8285
```

Summary:
relative energy (zero: lowest compared OMol25 entry of this formula, charge and spin)	6.781	eV
HOMO level	-7.895	eV


[4]
Here is 3 unconnected molecules or ions with the total composition C6H16N2O at a distorted geometry from the OMol25 dataset. Energies are from ωB97M-V/def2-TZVPD.

Geometry as XYZ:
```
25
Properties=species:S:1:pos:R:3
C -1.9079 0.1922 -1.0982
C -1.6359 0.1043 0.3771
C -2.7199 -0.5223 1.2150
N -0.7585 0.9254 0.8516
H -2.5758 1.0332 -1.2912
H -0.9787 0.3661 -1.6338
H -2.3882 -0.7124 -1.4633
H -2.9475 -1.5271 0.8588
H -3.6366 0.0659 1.1313
H -2.4329 -0.5729 2.2658
H -0.7013 0.9626 1.8655
C -0.0982 -1.9077 0.2812
O 0.8834 -1.4156 -0.2490
H -0.1411 -2.0800 1.3701
H -0.8596 -2.4445 -0.3083
C 2.7795 0.5965 0.6712
N 1.7501 1.0860 -0.2101
C 2.0547 0.8800 -1.6033
H 2.9931 -0.4735 0.5382
H 3.7150 1.1334 0.4713
H 2.4951 0.7841 1.7052
H 0.6573 0.9983 0.1940
H 2.2383 -0.1719 -1.8633
H 1.2468 1.2714 -2.2207
H 2.9688 1.4287 -1.8551
```

Summary:
SMILES	CC(C)=N.C=O.CNC
relative energy (zero: lowest compared OMol25 entry of this formula, charge and spin)	3.614	eV
HOMO level (spin up / spin down)	-6.925 / -6.925	eV